{
  "formula": "C3H9OPS2",
  "method": "ωB97M-V with the def2-TZVPD basis set",
  "total_charge": 0,
  "total_energy_ev": -36261.2608,
  "e_above_lowest_kcal_mol": 107.69,
  "gap_ev": [7.29, 7.30],
  "species": ["C", "C", "C", "O", "P", "S", "S", "H", "H", "H", "H", "H", "H", "H", "H", "H"],
  "coordinates": [[-1.5229, 1.2828, 1.8652], [-1.0757, 0.6538, 0.4673], [0.3854, 0.3279, 0.3636], [2.3665, -0.2217, -1.5451], [0.9349, -0.1671, -1.4162], [0.9792, -2.7323, -2.0330], [2.8468, -2.4480, -2.2625], [-1.2182, 0.5340, 2.5312], [-1.0765, 2.2635, 1.9869], [-2.6906, 1.3394, 1.8622], [-1.7647, -0.1627, 0.2845], [-1.2663, 1.4644, -0.2712], [0.9250, 1.1602, 0.6119], [0.7495, -0.6407, 0.8491], [0.5847, 0.7284, -2.5001], [0.8429, -3.3818, -0.7938]],
  "nbo_charge": [-0.59, -0.41, -0.67, -1.04, 1.26, 0.07, -0.17, 0.20, 0.21, 0.21, 0.21, 0.20, 0.23, 0.23, -0.05, 0.11]
}



{
  "formula": "C3H9OS",
  "method": "ωB97M-V with the def2-TZVPD basis set",
  "total_charge": -1,
  "total_energy_ev": -16139.6436,
  "e_above_lowest_kcal_mol": 32.58,
  "gap_ev": 7.00,
  "species": ["S", "H", "H", "C", "O", "C", "C", "H", "H", "H", "H", "H", "H", "H"],
  "coordinates": [[-1.6424, 1.1856, -1.4659], [-0.7989, 0.1141, -1.1103], [-1.7197, 0.9039, -2.7870], [1.4595, -0.2794, 0.0586], [0.3989, -0.8605, -0.5886], [1.5011, -0.7438, 1.5425], [0.1109, -0.5838, 2.1175], [1.3939, 0.8210, 0.0510], [2.4356, -0.4976, -0.4497], [2.2931, -0.1677, 2.0808], [1.7978, -1.7867, 1.4660], [0.0444, -0.7744, 3.2106], [-0.5007, -1.3806, 1.6065], [-0.2884, 0.3241, 1.7844]],
  "nbo_charge": [-0.52, 0.28, 0.11, -0.02, -0.94, -0.43, -0.62, 0.10, 0.10, 0.16, 0.18, 0.17, 0.23, 0.20]
}



{
  "formula": "C3H9OS",
  "method": "ωB97M-V with the def2-TZVPD basis set",
  "total_charge": 1,
  "total_energy_ev": -16130.3549,
  "e_above_lowest_kcal_mol": 22.29,
  "gap_ev": 12.54,
  "species": ["C", "C", "C", "O", "S", "H", "H", "H", "H", "H", "H", "H", "H", "H"],
  "coordinates": [[0.8096, 0.1893, 1.4698], [-0.5148, -1.4971, -0.4428], [-0.6906, 1.3549, -0.8947], [1.7524, 0.0229, -1.0252], [0.4231, 0.0536, -0.3659], [1.5687, 0.8838, 1.6689], [1.2547, -0.8256, 1.6751], [-0.1200, 0.3394, 2.1826], [0.0629, -2.4540, -0.5525], [-1.1046, -1.3375, -1.3499], [-0.8783, -1.5997, 0.5804], [-1.2351, 1.0134, -1.8690], [-0.0751, 2.3175, -1.0440], [-1.2528, 1.5392, -0.0326]],
  "nbo_charge": [-0.79, -0.83, -0.83, -0.83, 1.73, 0.28, 0.27, 0.27, 0.31, 0.27, 0.27, 0.30, 0.31, 0.26]
}